Record 1
DFT (ωB97M-V/def2-TZVPD) results for a structure of composition C43H42As2N7O6Rb.

Summary:
HOMO-LUMO gap: 4.861 eV
Net charge: -2
LUMO: 3.653 eV
HOMO energy: -1.21 eV

Last column: Mulliken charge in e.
Positions of all 101 atoms, in Å:
Rb 2.2443 -2.0098 -0.3844  1.250
O 4.7970 -1.7466 -0.9949  -0.799
C 5.0677 -2.3542 -2.0864  0.031
C 5.9999 -3.4363 -2.0907  -0.671
C 6.3439 -4.1287 -3.2292  -0.411
C 5.7966 -3.7745 -4.4627  -0.673
C 4.9079 -2.7163 -4.5073  -0.764
C 4.5172 -1.9998 -3.3715  1.224
C 3.5438 -0.9389 -3.5741  -0.566
N 2.9809 -0.2403 -2.6637  0.471
N 2.1278 0.7275 -3.1348  -0.979
C 1.2582 1.1848 -2.2564  -0.550
O 1.0426 0.8113 -1.0665  -0.144
C 0.4738 2.3587 -2.7935  0.404
C 0.3447 2.6028 -4.1602  -0.625
C -0.3559 3.7066 -4.6195  -0.625
C -0.9491 4.5867 -3.7227  -0.388
C -0.8419 4.3416 -2.3615  -0.820
C -0.1373 3.2374 -1.9042  0.326
H 6.4289 -3.7016 -1.1301  0.348
H 7.0548 -4.9473 -3.1667  0.329
H 6.0589 -4.3234 -5.3597  0.343
H 4.4824 -2.4131 -5.4601  0.282
H 3.2736 -0.7464 -4.6220  0.108
H 0.8076 1.9116 -4.8502  0.464
H -0.4518 3.8761 -5.6870  0.339
H -1.5007 5.4480 -4.0841  0.357
H -1.3178 5.0103 -1.6524  0.414
H -0.0459 3.0466 -0.8414  0.318
C -0.8155 -1.3181 0.4966  0.985
C -1.2812 -0.0577 1.2531  -0.220
As -0.7140 0.1184 3.1413  0.461
C 0.3518 1.7578 3.0413  -0.505
C 0.4357 2.5612 4.1793  -0.523
C 1.1739 3.7325 4.1674  -0.609
C 1.8575 4.1105 3.0173  -0.623
C 1.7895 3.3147 1.8844  -0.581
C 1.0363 2.1460 1.8938  0.915
C -2.3433 1.1322 3.7022  -0.248
C -3.0826 0.6715 4.7874  -0.494
C -4.2162 1.3444 5.2264  -0.588
C -4.6293 2.4963 4.5749  -0.359
C -3.9118 2.9608 3.4798  -0.677
C -2.7810 2.2831 3.0509  0.095
As -2.0846 -1.9805 -0.8498  0.647
C -3.6713 -1.9510 0.3320  0.257
C -4.9422 -1.7950 -0.2248  -0.546
C -6.0883 -1.9049 0.5465  -0.610
C -5.9946 -2.2036 1.8998  -0.520
C -4.7417 -2.3817 2.4673  -0.614
C -3.5973 -2.2559 1.6921  -0.121
C -2.5583 -0.3609 -1.8815  -0.282
C -2.2473 -0.4334 -3.2390  -0.696
C -2.6599 0.5471 -4.1269  -0.655
C -3.3907 1.6314 -3.6645  -0.307
C -3.6706 1.7396 -2.3109  -0.777
C -3.2656 0.7489 -1.4298  0.368
H -0.6664 -2.1629 1.1742  1.010
H 0.1588 -1.1595 -0.0033  -2.024
H -2.3691 -0.0475 1.3277  0.393
H -0.9714 0.8269 0.6931  0.422
H -0.0935 2.2644 5.0792  0.390
H 1.2205 4.3545 5.0544  0.376
H 2.4373 5.0264 3.0058  0.354
H 2.3227 3.6012 0.9850  0.449
H 0.9840 1.5450 0.9906  0.116
H -2.7552 -0.2325 5.2917  0.371
H -4.7736 0.9719 6.0783  0.390
H -5.5082 3.0305 4.9170  0.358
H -4.2341 3.8564 2.9613  0.398
H -2.2232 2.6527 2.1965  0.390
H -5.0212 -1.5711 -1.2838  0.419
H -7.0599 -1.7544 0.0887  0.384
H -6.8907 -2.2999 2.5018  0.355
H -4.6519 -2.6142 3.5225  0.386
H -2.6293 -2.3927 2.1619  0.328
H -1.6706 -1.2842 -3.5880  0.362
H -2.4183 0.4659 -5.1801  0.353
H -3.7241 2.4021 -4.3478  0.373
H -4.2095 2.6065 -1.9448  0.365
H -3.5011 0.8434 -0.3754  0.395
N 4.5566 0.9757 -0.4750  -0.845
N 5.1128 0.6788 0.7837  0.021
C 4.5148 -0.0751 1.7075  0.168
N 5.2462 -0.4523 2.7904  -0.485
N 3.2536 -0.4033 1.5032  0.192
N 2.5316 -0.9714 2.4443  0.757
O 1.5360 -1.5870 2.0784  -0.498
O 2.7998 -0.8691 3.6575  -0.820
H 4.5930 0.1083 -1.0323  0.506
H 3.5537 1.1184 -0.3540  0.179
H 6.1175 0.6480 0.7643  0.251
H 6.1049 0.0401 2.9590  0.214
H 4.6667 -0.6838 3.5862  0.290
C -1.0792 -5.8124 0.5168  -0.762
O -1.1323 -4.7367 -0.4114  -0.096
C 0.0905 -4.1032 -0.7502  -0.511
O 1.0921 -4.5699 -0.2156  -0.581
H -2.1119 -6.0753 0.7510  0.245
H -0.5514 -5.5089 1.4255  0.265
H -0.5560 -6.6763 0.0956  0.234



Record 2
DFT (ωB97M-V/def2-TZVPD) results for a cluster of 2 separate species, CNO3 in total.

Summary:
HOMO-LUMO gap (alpha / beta): 4.073 / 4.056 eV
Net charge: -1
LUMO (alpha / beta): 3.686 / 3.685 eV
HOMO energy (alpha / beta): -0.39 / -0.37 eV

Last column: Mulliken charge in e.
Positions of all 5 atoms, in Å:
C -1.2167 0.0821 0.0438  0.749
N 2.5364 -0.0628 0.2223  -0.431
O -1.6115 -1.0212 0.0383  -0.435
O -1.0332 1.2153 -0.1718  -0.393
O 1.3250 -0.2134 -0.1327  -0.491



Record 3
DFT (ωB97M-V/def2-TZVPD) results for a structure of composition C30H21N6OS5Sn.

Summary:
HOMO-LUMO gap: 5.937 eV
Net charge: +1
LUMO: -4.606 eV
HOMO energy: -10.54 eV

Last column: Mulliken charge in e.
Positions of all 64 atoms, in Å:
Sn 0.0112 -0.5177 0.3500  1.461
S 0.7932 -1.3669 2.7402  -0.498
C 0.5800 -3.0503 2.4346  1.009
C 0.3277 -3.8903 3.5203  -1.136
C 0.0314 -5.2265 3.3345  0.538
C -0.1448 -6.0887 4.4436  -0.239
N -0.2663 -6.7865 5.3432  -0.448
C -0.1012 -5.7330 2.0195  0.351
C 0.1762 -4.9150 0.9401  -0.817
C 0.5966 -3.5981 1.1273  0.525
S 1.1497 -2.7326 -0.2729  -0.463
C -0.5139 -7.0752 1.8406  -0.217
N -0.8626 -8.1585 1.7173  -0.452
H 0.3971 -3.4851 4.5167  0.549
H 0.1102 -5.3017 -0.0647  0.579
S 3.2337 5.9446 3.7876  0.222
N 1.7321 5.3684 3.8630  -0.673
C 1.6528 4.2734 3.1198  0.883
C 0.5018 3.4490 2.9174  0.119
C -0.7150 3.6645 3.5733  -0.532
C -1.7684 2.8152 3.3146  -0.919
C -1.5908 1.8027 2.3742  -0.219
N -0.4447 1.5862 1.7628  0.128
C 0.6117 2.3574 2.0305  -0.199
C 1.8763 2.0300 1.4006  -0.296
N 1.9462 0.9586 0.6070  0.374
C 3.0862 0.6320 0.0347  -0.317
C 4.2598 1.3609 0.2117  -1.202
C 4.2291 2.4654 1.0344  -0.588
C 3.0209 2.8197 1.6402  0.089
C 2.8928 3.9585 2.4940  1.003
N 3.8447 4.8280 2.8050  -0.671
H -0.7913 4.4866 4.2697  0.558
H -2.7136 2.9257 3.8219  0.455
H -2.4032 1.1392 2.1048  0.466
H 3.0643 -0.2489 -0.5937  0.688
H 5.1678 1.0540 -0.2835  0.485
H 5.1013 3.0683 1.2305  0.574
O 0.5445 0.1800 -1.9923  -0.580
S 1.2221 -0.7742 -2.9419  0.507
C 0.1032 -0.9077 -4.3869  -0.593
C 0.9903 -0.7116 -5.6011  -0.680
C 1.8717 0.4906 -5.2777  -0.646
C 2.4262 0.2707 -3.8771  -0.705
H -0.6373 -0.1171 -4.2833  0.207
H -0.3850 -1.8784 -4.3625  0.427
H 0.3979 -0.5416 -6.5012  0.365
H 1.6048 -1.5997 -5.7636  0.312
H 1.2693 1.3992 -5.2971  0.300
H 2.6734 0.5992 -6.0067  0.360
H 2.5541 1.1896 -3.3116  0.329
H 3.3625 -0.2845 -3.8867  0.462
S -2.3982 -1.0651 -0.3747  -0.244
C -3.6442 0.0184 -0.9606  0.643
C -4.9253 -0.1437 -0.4331  -0.548
C -5.9911 0.5173 -1.0129  -0.583
C -5.7793 1.3609 -2.0941  -0.448
C -4.4921 1.5732 -2.5710  -0.556
C -3.4218 0.9021 -2.0134  -0.462
H -5.0710 -0.8227 0.3920  0.442
H -6.9876 0.3673 -0.6255  0.384
H -6.6175 1.8556 -2.5627  0.392
H -4.3336 2.2524 -3.3949  0.389
H -2.4152 1.0567 -2.3702  0.356



Record 4
DFT (ωB97M-V/def2-TZVPD) results for a structure of composition C16H20I2N2O2PW.

Summary:
Spin multiplicity: 3
HOMO-LUMO gap (alpha / beta): 6.059 / 6.453 eV
Net charge: +3
LUMO (alpha / beta): -11.321 / -11.035 eV
HOMO energy (alpha / beta): -17.38 / -17.49 eV

Last column: Mulliken charge in e.
Positions of all 44 atoms, in Å:
W 0.6493 -0.2150 -0.2215  1.321
I 5.7424 -2.5029 3.5500  0.401
C 4.1510 -2.0991 2.2940  -0.198
C 4.3994 -1.5432 1.0158  -0.551
C 3.3388 -1.4095 0.1804  0.490
I 3.2314 -0.0580 -1.4985  0.193
C 2.0013 -1.7923 0.5161  0.591
O 1.0873 -2.1005 -0.4245  -0.533
C 1.7648 -2.0776 1.9087  -0.062
C 0.3189 -1.8896 2.2868  -0.521
N 0.0035 -0.4653 1.8899  -0.404
C -1.4409 -0.1233 1.9871  -1.055
C -2.1437 -0.6922 0.7882  0.740
C -3.4753 -1.0509 0.7731  -0.923
C -4.0194 -1.5860 -0.3885  -0.334
C -3.2033 -1.7765 -1.4990  -0.860
C -1.8805 -1.4055 -1.4173  -0.173
N -1.3619 -0.8433 -0.3050  0.027
C 2.8212 -2.2505 2.7546  -0.752
H 5.3971 -1.2377 0.7287  0.445
H 0.1421 -2.0439 3.3506  0.624
H -0.3203 -2.5628 1.7143  0.339
H 0.4983 0.1291 2.5528  0.370
H -1.5273 0.9650 1.9880  0.387
H -1.8812 -0.4983 2.9118  0.512
H -4.0804 -0.9230 1.6610  0.535
H -5.0621 -1.8749 -0.4180  0.480
H -3.5851 -2.2250 -2.4055  0.496
H -1.1967 -1.5756 -2.2405  0.521
H 2.6525 -2.4875 3.7987  0.466
C -1.8028 3.3741 -1.5289  -1.240
P -0.1707 2.6478 -1.5965  1.296
C -0.0247 1.5572 -3.0587  -0.949
C 1.1287 3.8858 -1.6572  -1.201
O 0.0464 1.7355 -0.3298  -0.809
H -1.9095 4.1036 -2.3359  0.422
H -1.9341 3.8912 -0.5771  0.409
H -2.5695 2.6068 -1.6368  0.374
H 0.8391 1.8421 -3.6595  0.414
H -0.9115 1.6283 -3.6897  0.407
H 0.0914 0.5147 -2.7518  0.112
H 1.4141 4.0750 -2.6931  0.448
H 1.9916 3.5275 -1.0961  0.358
H 0.7901 4.8266 -1.2214  0.388



Record 5
DFT (ωB97M-V/def2-TZVPD) results for a cluster of 6 separate species, C6H22ClN8O9 in total.

Summary:
HOMO-LUMO gap: 9.897 eV
Net charge: -1
LUMO: 2.547 eV
HOMO energy: -7.35 eV

Last column: Mulliken charge in e.
Positions of all 46 atoms, in Å:
Cl -0.2585 0.6231 0.0491  1.674
O -1.6901 0.5367 0.0680  -0.746
O 0.1838 1.9755 -0.1530  -0.701
O 0.1384 0.0273 1.2827  -0.681
O 0.3129 -0.1028 -1.0537  -0.612
C -1.2139 -1.1206 4.4751  -0.833
C 0.1246 -1.8557 4.5958  -0.227
O 0.9377 -0.9182 5.3682  -0.534
H -1.0099 -0.2011 3.9207  0.221
H -1.7142 -0.9623 5.4240  0.337
H -1.8431 -1.7028 3.7939  0.248
H 0.6719 -2.1564 3.7042  0.219
H 0.0365 -2.6053 5.3851  0.288
H 0.9231 -0.1370 4.8009  0.319
C -0.6925 -3.2863 0.1666  0.421
O -1.2630 -3.9760 -0.6812  -0.703
N 0.6857 -3.1686 0.1932  -0.401
N -1.3405 -2.7921 1.2219  -0.167
H 1.0979 -2.2679 0.3839  0.246
H 1.1097 -3.7226 -0.5321  0.299
H -0.8945 -2.0370 1.7193  0.083
H -2.3383 -2.8993 1.1611  0.194
C 0.9797 -2.0081 -4.3966  0.491
O 0.9887 -2.5152 -5.5272  -0.711
N 0.6107 -2.6641 -3.2950  -0.229
N 1.3475 -0.7122 -4.1934  -0.334
H 0.3083 -2.1307 -2.4946  0.179
H 0.3354 -3.6192 -3.4445  0.202
H 1.6099 -0.1843 -5.0024  0.185
H 1.2364 -0.3759 -3.2517  0.253
C -3.7068 3.0301 -2.6413  0.522
O -4.7351 3.3344 -3.2534  -0.691
N -3.2205 1.7572 -2.5146  -0.384
N -2.9035 3.9757 -2.1276  -0.334
H -3.9397 1.0855 -2.7309  0.233
H -2.5639 1.5435 -1.7830  0.269
H -3.2409 4.9129 -2.2548  0.193
H -2.0475 3.7476 -1.6540  0.200
C 3.7763 3.2459 0.7361  0.546
O 4.7288 3.9857 0.9828  -0.704
N 2.8974 2.9016 1.7032  -0.310
N 3.4995 2.7205 -0.4783  -0.288
H 3.1032 3.3746 2.5667  0.182
H 2.0591 2.3537 1.6205  0.219
H 4.1137 2.9746 -1.2306  0.186
H 2.7994 2.0155 -0.6290  0.184



Record 6
DFT (ωB97M-V/def2-TZVPD) results for a cluster of 2 separate species, C10H16 in total.

Summary:
HOMO-LUMO gap: 9.795 eV
SMILES: Cc1ccccc1.CCC
LUMO: 0.999 eV
HOMO energy: -8.80 eV

Last column: Mulliken charge in e.
Positions of all 26 atoms, in Å:
C -2.9983 0.2760 0.8478  0.047
C -2.8260 -0.3924 2.2521  -1.092
C -4.6208 0.1734 0.7557  -1.433
H -2.6405 1.2860 0.7694  0.346
H -2.4185 -0.2666 0.0260  0.030
H -3.7155 -0.9294 2.6638  0.322
H -5.0444 -0.8038 0.9051  0.396
H -4.9835 0.8465 1.4704  0.383
H -2.5060 0.2611 3.0311  0.311
H -2.1544 -1.2464 2.1427  0.310
H -4.7569 0.5863 -0.1877  0.407
C 0.3424 1.3736 -1.8725  -1.254
C 3.4914 0.1170 -0.3623  -0.484
C 3.1082 -1.0028 0.2163  -0.456
C 2.5309 0.7758 -1.2018  -0.497
C 1.2078 0.4835 -1.0284  0.881
C 1.6882 -1.4149 0.2481  -0.185
C 0.7343 -0.6926 -0.3993  -0.143
H 4.4200 0.6450 -0.5324  0.339
H 3.7096 -1.7649 0.6956  0.327
H 2.9181 1.4073 -1.9559  0.388
H 1.3605 -2.3706 0.8149  0.253
H 0.2758 2.3678 -1.3250  0.283
H -0.7365 1.0708 -2.0048  0.327
H -0.3395 -0.6140 -0.2413  -0.109
H 0.6631 1.3452 -3.0054  0.304



The evaluated largest force on an atom for the records listed, in turn: 1.9, 1.7, 1.9, 1.6, 3.4, 5.1 eV Å⁻¹.